# C6H9N

C6H9N in the gas phase at a distorted geometry (wB97M-V/def2-TZVPD, OMol25).

Structure (XYZ):
```
16
C6H9N wB97M-V/def2-TZVPD
C -1.306 0.099 1.481
C -0.527 0.231 0.162
C 0.256 1.517 0.192
C 1.693 -0.270 -0.913
C 0.623 -0.817 0.035
C -1.441 0.080 -0.993
N -2.145 -0.016 -1.908
H -1.859 -0.844 1.524
H -2.018 0.923 1.586
H -0.595 0.153 2.310
H 1.984 0.737 -0.570
H 0.139 2.020 -0.790
H 1.326 -0.200 -1.942
H 2.608 -0.867 -0.900
H 0.215 -1.775 -0.310
H 1.046 -0.969 1.032
```

The total charge is 0. The orbital gap is 8.63 eV. The electronic energy comes out at -7853.6856 eV. For the LUMO energy, the calculation gives -0.9 eV. Its energy above the lowest of the compared OMol25 structures with the same formula, charge and spin is 103.2 kcal per mole.

Atomic partial charges in e from the Mulliken method, atoms 1 to 4: C -1.6984; C 1.5920; C -0.8187; C -1.2107